Entry 1:
{
  "formula": "C30H55N4OP2SV",
  "method": "ωB97M-V/def2-TZVPD",
  "multiplicity": 4,
  "largest_force_ev_per_a": 7.81,
  "de_lowest_kj_mol": 385.9,
  "charge": 1,
  "total_energy_ev": -95103.506,
  "e_homo_ev": [-9.08, -9.09],
  "symbols": ["C", "C", "C", "C", "C", "H", "H", "H", "N", "P", "P", "C", "H", "H", "C", "O", "C", "H", "C", "C", "C", "C", "C", "H", "H", "H", "C", "H", "H", "H", "C", "H", "H", "H", "C", "H", "H", "H", "C", "H", "H", "H", "C", "H", "H", "H", "C", "H", "H", "H", "C", "H", "H", "H", "C", "H", "H", "H", "C", "H", "H", "H", "C", "H", "H", "H", "C", "H", "H", "H", "V", "N", "C", "C", "C", "C", "C", "H", "H", "H", "H", "H", "H", "H", "H", "H", "N", "C", "N", "S", "H", "H", "H", "H"],
  "positions_angstrom": [[-1.02671, 0.75697, -2.61378], [-1.38034, 1.93338, -0.62633], [-1.94829, 1.53805, -3.30686], [-2.16770, 2.88207, -1.32276], [-2.46727, 2.67471, -2.66447], [-2.26609, 1.22302, -4.29340], [-2.55304, 3.72091, -0.75281], [-3.09607, 3.36711, -3.21181], [-0.60298, 1.08941, -1.38074], [1.12411, -0.96050, -2.41345], [-0.52729, 1.23828, 2.15343], [-0.54726, -0.58312, -3.12938], [-1.25776, -1.36723, -2.81357], [-0.56200, -0.59205, -4.22521], [1.42838, -0.80967, 1.33109], [1.81215, -1.29492, 2.34589], [-1.49838, 1.78235, 0.78906], [-2.08431, 2.63214, 1.18012], [-2.20373, 1.14760, 3.24018], [0.65206, 2.44396, 3.17834], [1.29330, -2.85128, -2.27710], [2.19059, -0.18233, -3.76206], [-1.99819, -0.19528, 3.92259], [-1.14980, -0.19617, 4.61887], [-2.90439, -0.47705, 4.48063], [-1.80525, -0.95708, 3.16182], [-2.45765, 2.26003, 4.25421], [-1.66801, 2.38822, 5.00116], [-2.65906, 3.22290, 3.76242], [-3.37475, 1.99369, 4.80762], [-3.45941, 1.11643, 2.35713], [-4.32360, 0.77147, 2.94100], [-3.73576, 2.09575, 1.95169], [-3.32423, 0.43466, 1.49745], [0.86568, 1.77654, 4.54933], [1.28025, 0.76578, 4.42075], [1.59361, 2.36750, 5.12441], [-0.03846, 1.69273, 5.15940], [2.02081, 2.54211, 2.51010], [2.48410, 1.55792, 2.37180], [1.96182, 3.03842, 1.53303], [2.68645, 3.14164, 3.15092], [0.08399, 3.86085, 3.24305], [-0.85057, 3.94733, 3.80193], [0.82155, 4.50272, 3.75182], [-0.07631, 4.26287, 2.23175], [3.65432, -0.36370, -3.34827], [4.28779, 0.07123, -4.13552], [3.86201, 0.16326, -2.40698], [3.93532, -1.41849, -3.23219], [1.88514, 1.32284, -3.86949], [0.83915, 1.52291, -4.13685], [2.11997, 1.84668, -2.93228], [2.52580, 1.74013, -4.66188], [1.92983, -0.79888, -5.15264], [2.42468, -0.15795, -5.89853], [2.35011, -1.80395, -5.25425], [0.86404, -0.83257, -5.41117], [-0.11224, -3.43855, -2.10377], [-0.71449, -3.35981, -3.02055], [-0.03506, -4.50850, -1.85310], [-0.63539, -2.92977, -1.28378], [2.12626, -3.15493, -1.01949], [1.65728, -2.77714, -0.09727], [2.22415, -4.24633, -0.92682], [3.13340, -2.71986, -1.08487], [1.95547, -3.50145, -3.49265], [1.36298, -3.36044, -4.40434], [2.98062, -3.14694, -3.65129], [2.01085, -4.58499, -3.30704], [0.71580, 0.00157, -0.16710], [-0.98522, -0.88263, 0.20667], [-2.03639, -0.81925, 0.79387], [-2.95982, -2.11949, 1.05526], [-4.35048, -1.76376, 1.54363], [-3.08460, -2.87439, -0.25403], [-2.27862, -3.03965, 2.06079], [-4.33370, -1.30735, 2.53783], [-4.85460, -1.08462, 0.84614], [-4.96277, -2.67021, 1.62622], [-2.18226, -3.45671, -0.44959], [-3.91985, -3.58506, -0.21449], [-3.25311, -2.20041, -1.09907], [-2.80288, -4.00380, 2.08700], [-1.23169, -3.21835, 1.78666], [-2.29514, -2.65522, 3.08206], [4.37837, 0.30397, 0.77692], [4.06989, 1.35215, -0.00385], [5.06924, 2.18818, -0.31721], [2.48115, 1.69261, -0.58351], [5.32379, 0.18584, 1.11931], [3.69022, -0.39996, 1.02919], [4.88272, 3.01553, -0.87055], [6.00376, 2.07537, 0.06360]],
  "forces_ev_per_a": [[-0.678, 0.324, -0.589], [0.600, -0.262, 0.760], [0.497, -0.860, 0.378], [-0.632, 0.073, -1.031], [0.500, 0.265, 1.020], [0.012, 0.158, 0.038], [-0.162, -0.096, -0.220], [-0.002, -0.013, 0.109], [-0.400, -0.332, 0.714], [-0.463, -0.230, -0.429], [-0.092, 0.504, 0.404], [-0.102, -0.036, -0.162], [0.235, 0.489, 0.058], [0.054, -0.040, 0.274], [2.738, -3.321, 6.511], [-1.183, 1.548, -3.628], [0.831, 3.336, -0.951], [0.050, -0.286, -0.499], [0.840, -0.185, 0.074], [-0.733, -0.143, -0.606], [0.031, 0.273, -0.452], [0.068, -0.343, 0.053], [-0.486, -0.256, 0.387], [-0.187, 0.045, -0.170], [0.167, -0.093, 0.008], [0.039, 0.248, 0.385], [-0.201, 0.118, 0.339], [-0.324, 0.042, -0.262], [0.065, -0.321, 0.165], [0.223, 0.049, -0.133], [-0.230, -0.384, -0.173], [0.271, 0.051, 0.140], [0.110, -0.232, 0.154], [-0.507, 0.762, 0.663], [-0.051, -0.017, 0.007], [-0.058, 0.216, 0.041], [-0.120, -0.106, -0.134], [0.321, 0.002, -0.191], [0.012, 0.059, -0.197], [-0.082, 0.155, 0.058], [-0.019, -0.113, 0.387], [-0.163, -0.147, -0.083], [0.102, 0.314, 0.298], [0.348, -0.027, -0.201], [-0.175, -0.032, -0.160], [0.062, -0.107, 0.249], [0.263, 0.081, -0.190], [-0.016, -0.121, 0.223], [-0.046, -0.163, -0.286], [-0.038, 0.269, -0.040], [-0.039, 0.128, 0.241], [0.292, -0.038, 0.004], [-0.188, -0.144, -0.533], [-0.170, -0.121, 0.186], [0.307, -0.029, -0.085], [-0.136, -0.181, 0.169], [-0.117, 0.346, -0.028], [0.351, 0.005, 0.007], [0.011, -0.038, 0.125], [0.188, -0.027, 0.265], [0.033, 0.276, -0.022], [0.186, -0.165, -0.297], [0.009, -0.043, 0.028], [0.061, -0.193, -0.408], [0.060, 0.241, 0.016], [-0.162, -0.102, -0.005], [-0.002, -0.446, 0.049], [0.181, -0.032, 0.236], [-0.291, -0.112, -0.044], [0.020, 0.203, -0.069], [-0.834, 2.415, -2.235], [-3.788, -0.107, 2.111], [3.270, -3.991, -3.106], [-0.840, 0.657, 0.699], [-0.465, 0.185, 0.303], [0.198, -0.058, -0.839], [0.508, -0.131, 0.421], [-0.003, -0.076, -0.259], [0.037, -0.094, 0.165], [0.235, 0.085, -0.106], [-0.190, 0.130, 0.028], [0.129, 0.251, 0.163], [-0.048, -0.096, 0.049], [0.037, 0.223, -0.200], [-0.193, -0.041, 0.004], [-0.075, -0.131, -0.199], [0.001, -0.005, -0.175], [-0.638, -0.092, 0.205], [0.139, 0.121, 0.008], [1.045, -0.018, 0.241], [-0.255, -0.072, -0.068], [0.280, 0.478, -0.173], [-0.056, -0.296, 0.195], [-0.373, 0.021, -0.172]]
}

Entry 2:
{
  "formula": "C3H4O3",
  "method": "ωB97M-V/def2-TZVPD",
  "multiplicity": 1,
  "largest_force_ev_per_a": 1.30,
  "de_lowest_kj_mol": 268.2,
  "smiles": "O=CC(O)C=O",
  "total_energy_ev": -9315.921,
  "e_homo_ev": -9.76,
  "symbols": ["O", "C", "C", "O", "C", "O", "H", "H", "H", "H"],
  "positions_angstrom": [[-0.37150, 1.78249, -1.14633], [0.03952, 1.06750, -0.27566], [0.19232, -0.43971, -0.39400], [1.56968, -0.73278, -0.50788], [-0.89636, -0.79075, 0.77746], [-1.56669, 0.19547, 0.99881], [0.44852, 1.43644, 0.69694], [-0.24679, -0.80515, -1.32970], [2.10776, -0.01972, -0.12494], [-1.27646, -1.69379, 1.30529]],
  "forces_ev_per_a": [[0.271, 0.004, 0.252], [0.080, 0.503, -0.585], [-0.719, 0.038, 0.192], [-0.202, -0.408, 0.827], [-0.008, 0.651, -0.253], [0.000, -0.477, 0.208], [0.016, 0.216, -0.343], [-0.216, 0.099, 0.254], [-0.319, -0.307, 0.062], [1.098, -0.320, -0.615]]
}